Entry from OMol25: a structure of composition C5H5N (the ωB97M-V functional and the def2-TZVPD basis).

HOMO level in eV: -8.72
Energy relative to the best compared isomer or geometry (same formula, charge and spin) in kJ/mol: 528.7
Gap between HOMO and LUMO in eV: 8.26
Maximum force in eV/Å: 4.38

```
11
Properties=species:S:1:pos:R:3:nbo_charge:R:1
C -0.746 1.946 -0.886 -0.43
C 0.413 0.587 -0.725 -0.19
C -1.428 1.152 -0.149 0.51
C -0.036 -0.295 0.205 0.13
C 0.504 -1.584 0.782 -0.62
N -1.311 0.051 0.495 -0.56
H -0.590 2.925 -1.252 0.27
H 1.264 0.916 -1.256 0.22
H 0.935 -1.491 1.849 0.22
H 1.273 -1.997 0.137 0.22
H -0.278 -2.210 0.800 0.23
```